1.
DFT (ωB97M-V/def2-TZVPD) results for a 2-piece molecular cluster, C4H2FN3O4 overall in a non-equilibrium geometry.

The geometry in XYZ format:
```
14
Properties=species:S:1:pos:R:3:forces:R:3:nbo_charge:R:1
O -3.6555 -1.5484 0.2103 -0.015 0.502 0.555 -0.45
C -2.7403 -1.3204 -0.4529 -0.530 -0.815 -0.379 0.94
N -1.9249 -1.3937 -1.3506 0.350 -0.472 -0.142 -0.56
C -0.7946 -0.7785 -1.7302 1.120 2.470 -0.437 0.02
C -0.3377 0.4410 -1.3289 1.058 -0.034 -1.128 0.38
F 0.7749 1.0289 -1.8653 -1.179 -1.130 0.277 -0.30
N -0.7967 1.2235 -0.2254 0.836 0.563 0.640 0.47
O -1.7372 0.7462 0.3902 -0.760 0.130 0.217 -0.41
O -0.1568 2.2027 0.1268 -0.955 -0.484 -0.972 -0.32
H -0.1946 -1.2037 -2.5450 -0.466 -0.111 0.393 0.24
N 0.7181 0.6895 2.0585 0.038 -0.858 0.346 -0.74
C 0.6833 -0.3828 1.4989 0.170 0.008 -1.028 0.85
O 0.5820 -1.2546 0.7224 0.080 -0.041 1.038 -0.53
H 1.2300 0.8276 2.8990 0.253 0.271 0.618 0.42
```
Positions in Å, forces in eV/Å.

Energy relative to the best compared isomer or geometry (same formula, charge and spin), kcal per mole: 0.00
Gap between HOMO and LUMO, eV: 8.814
Calculated total energy, a.u.: -718.5850
Structure (SMILES): O=C=N/C=C(/F)[N+](=O)[O-].N=C=O
Multiplicity: 1

2.
DFT (ωB97M-V/def2-TZVPD) results for C4H2FNOS in the gas phase in a non-equilibrium geometry.

The geometry in XYZ format:
```
10
Properties=species:S:1:pos:R:3:forces:R:3:nbo_charge:R:1
F -0.6127 2.0078 0.2103 0.057 0.328 -0.140 -0.29
C 0.1604 0.9475 0.0400 -0.709 -0.562 0.285 0.28
C 1.4798 1.0545 -0.1090 0.199 0.250 -0.791 0.07
O 2.1529 -0.1219 -0.2271 1.231 -1.075 0.380 -0.45
C 1.5690 -1.2944 0.1021 -1.852 -0.347 0.564 0.42
N 0.2958 -1.5232 0.2232 1.270 1.838 -0.337 -0.46
C -0.5421 -0.3747 0.0343 1.082 -0.164 0.185 -0.07
S -2.1348 -0.5151 -0.1320 -0.369 0.065 -0.046 0.06
H 2.1468 1.9394 -0.3076 -1.138 -1.021 0.527 0.23
H 2.2290 -2.1274 0.3766 0.229 0.689 -0.625 0.20
```
Positions in Å, forces in eV/Å.

Energy relative to the best compared isomer or geometry (same formula, charge and spin), kcal per mole: 8.98
Gap between HOMO and LUMO, eV: 8.221
Calculated total energy, a.u.: -781.6138
Structure (SMILES): Fc1cocnc1=S
Multiplicity: 1